Here is C3H5N5 as an isolated structure at a distorted geometry from the Open Molecules 2025 dataset. Energies are from the ωB97M-V functional and the def2-TZVPD basis.

Element x y z (Å)
N  -1.634  -0.973  0.023
N  1.344  1.580  -0.102
N  0.520  -0.514  -0.240
N  1.794  -1.087  0.315
N  -0.966  1.400  0.021
C  -0.414  -1.343  -0.186
C  0.361  0.880  -0.108
C  -1.754  0.315  0.165
H  2.388  -1.341  -0.568
H  -2.761  0.883  0.324
H  1.918  0.011  1.114
H  -0.262  -2.460  -0.153
H  2.139  0.955  -0.062

Properties
HOMO-LUMO gap   9.37 eV
LUMO level   0.01 eV
E_HOMO   -0.344 hartree
Charge   0